# 1
{
  "formula": "C12H33ClIN2P2STl",
  "method": "ωB97M-V/def2-TZVPD",
  "elements": ["C", "I", "H", "H", "H", "Tl", "P", "C", "C", "H", "H", "H", "H", "H", "H", "C", "H", "H", "H", "P", "C", "C", "H", "H", "H", "C", "H", "H", "H", "H", "H", "H", "Cl", "C", "C", "N", "C", "S", "N", "C", "C", "H", "H", "H", "H", "H", "H", "H", "H", "H", "H", "H", "H"],
  "coordinates": [[0.95719, -0.19651, -1.90085], [-1.20225, 0.21951, 2.56040], [0.20290, -0.01672, -2.66984], [1.38061, -1.19608, -2.02532], [1.76889, 0.52552, -2.01120], [0.00000, 0.00000, 0.00000], [-0.89010, -2.18604, -0.13570], [0.11849, -3.44803, 0.71688], [-2.54504, -2.36725, 0.60504], [-3.01464, -3.28481, 0.23535], [-1.65379, -3.79325, -1.79508], [-3.14546, -1.49523, 0.33908], [-1.70230, -2.11258, -2.40242], [0.20292, -3.15770, 1.76832], [-2.44001, -2.40152, 1.69178], [-1.12007, -2.83831, -1.82819], [-0.34590, -4.43630, 0.64197], [-0.15437, -2.98105, -2.31840], [1.11992, -3.48274, 0.27896], [0.50886, 2.30523, 0.15225], [2.02238, 2.66468, 1.10981], [0.75301, 3.17561, -1.43774], [-1.75916, 2.95021, 0.63640], [-0.64282, 4.35642, 0.72240], [-0.70528, 3.14665, 2.05049], [-0.78052, 3.29899, 0.97134], [-0.09245, 2.94920, -2.09305], [0.80772, 4.25591, -1.26981], [2.20137, 3.74283, 1.16751], [2.88281, 2.17769, 0.64259], [1.67373, 2.84020, -1.92129], [1.88932, 2.25669, 2.11624], [-1.97134, 0.68346, -1.21690], [5.61423, -0.04972, 3.97968], [4.11738, 0.20083, 4.10340], [3.44416, -0.03928, 2.84018], [2.28746, -0.86832, 2.66781], [1.26383, -0.47975, 1.47397], [1.96489, -1.96959, 3.52654], [2.94230, -2.80013, 4.20503], [2.61887, -2.92300, 5.69029], [5.81836, -1.10396, 3.70441], [6.10657, 0.17116, 4.95008], [6.04579, 0.61640, 3.20243], [3.68778, -0.39504, 4.92423], [3.96550, 1.26646, 4.38251], [3.71425, 0.58268, 2.06610], [0.99584, -2.31241, 3.53987], [2.90444, -3.81807, 3.76032], [3.97307, -2.43449, 4.05476], [1.61064, -3.36967, 5.82132], [3.36611, -3.58588, 6.17605], [2.63910, -1.93458, 6.19031]],
  "total_charge": 2,
  "e_above_lowest_ev": 6.443
}

=====

# 2
{
  "formula": "C12H33IN3O3",
  "method": "ωB97M-V/def2-TZVPD",
  "elements": ["I", "C", "C", "C", "O", "C", "N", "H", "H", "H", "H", "H", "H", "H", "H", "H", "H", "H", "C", "C", "C", "O", "C", "N", "H", "H", "H", "H", "H", "H", "H", "H", "H", "H", "H", "C", "C", "C", "O", "C", "N", "H", "H", "H", "H", "H", "H", "H", "H", "H", "H", "H"],
  "coordinates": [[-16.71255, 6.43480, -33.19577], [-16.25713, 3.42373, -29.44716], [-17.53400, 4.18173, -29.17880], [-17.20548, 5.51410, -28.48204], [-16.28296, 5.39590, -27.38327], [-16.07063, 6.53437, -26.52538], [-18.35378, 4.30803, -30.33457], [-15.76832, 3.11318, -28.52373], [-15.53131, 4.01800, -30.00225], [-16.43242, 2.55943, -30.08776], [-17.98793, 3.58326, -28.38892], [-18.07568, 6.08329, -28.15512], [-16.71829, 6.22386, -29.15061], [-16.95423, 6.80738, -25.94847], [-15.76331, 7.44831, -27.03368], [-15.34920, 6.28474, -25.74735], [-18.38859, 3.41651, -30.80794], [-17.94948, 4.84294, -31.08990], [-16.11784, 11.37396, -30.18429], [-15.16664, 10.40569, -30.94586], [-14.58980, 9.32239, -30.05575], [-13.77796, 8.43155, -30.80301], [-13.67397, 7.15104, -30.18463], [-15.88568, 9.86514, -32.07635], [-16.36935, 12.24045, -30.79587], [-15.64511, 11.82421, -29.31143], [-16.97794, 10.85915, -29.75615], [-14.34391, 10.97551, -31.37775], [-15.42234, 8.90124, -29.49219], [-13.98505, 9.80291, -29.28668], [-12.96683, 7.21035, -29.35726], [-13.17948, 6.48634, -30.89297], [-14.60553, 6.66664, -29.89198], [-15.47563, 8.94447, -32.14233], [-16.75219, 9.56721, -31.65149], [-14.24727, 9.98662, -36.71561], [-14.67917, 9.01507, -35.68465], [-13.72588, 8.99429, -34.47908], [-13.83669, 10.24120, -33.77565], [-12.52462, 10.71865, -33.28081], [-15.97955, 9.36060, -35.14046], [-15.05262, 10.42055, -37.30824], [-13.61686, 9.44438, -37.42035], [-13.74594, 10.90102, -36.39838], [-14.73716, 7.98705, -36.04231], [-12.73919, 8.94877, -34.94001], [-13.89601, 8.13259, -33.83359], [-12.09486, 9.95398, -32.63375], [-12.63630, 11.65548, -32.73495], [-11.87715, 10.96511, -34.12233], [-16.32729, 8.49358, -34.75649], [-16.55423, 9.40547, -35.96981]],
  "total_charge": -2,
  "s_squared": 0.751,
  "multiplicity": 2,
  "e_above_lowest_ev": 0.478
}

=====

# 3
{
  "formula": "C12H33MnO12",
  "method": "ωB97M-V/def2-TZVPD",
  "elements": ["Mn", "C", "C", "O", "O", "H", "H", "H", "C", "C", "O", "O", "H", "H", "H", "C", "C", "O", "O", "H", "H", "H", "C", "O", "H", "H", "H", "H", "C", "O", "H", "H", "H", "H", "C", "O", "H", "H", "H", "H", "C", "O", "H", "H", "H", "H", "C", "O", "H", "H", "H", "H", "C", "O", "H", "H", "H", "H"],
  "coordinates": [[-0.09408, -1.79825, 0.73386], [0.40095, 1.93323, -0.89421], [0.23503, 0.52819, -0.35781], [-0.84072, -0.10423, -0.59038], [1.07178, 0.01544, 0.41321], [-0.38080, 2.08314, -1.64134], [1.35278, 2.06300, -1.41381], [0.31367, 2.74457, -0.17400], [-3.73144, -1.33226, 2.68641], [-2.41931, -1.51267, 1.94178], [-2.37563, -2.23272, 0.90605], [-1.35590, -0.98900, 2.35605], [-3.55732, -0.94804, 3.69120], [-4.33547, -2.23239, 2.74584], [-4.26119, -0.55025, 2.13364], [2.12789, -4.64549, 2.81354], [1.33655, -3.67171, 1.98721], [0.21278, -3.98082, 1.51838], [1.72631, -2.48383, 1.77263], [2.99350, -4.98257, 2.23671], [1.51940, -5.49912, 3.09963], [2.54441, -4.19964, 3.71703], [3.91378, 0.92429, 2.05423], [3.18564, 1.82625, 1.23156], [3.83811, 1.21163, 3.10630], [3.57257, -0.10166, 1.89970], [4.97401, 0.95119, 1.77708], [2.40872, 1.33479, 0.92565], [-4.19463, -0.40145, -1.99673], [-3.62326, 0.24966, -0.89729], [-5.19810, 0.00288, -2.13363], [-3.61134, -0.26795, -2.91308], [-4.32131, -1.47801, -1.83043], [-2.70092, -0.03154, -0.75553], [2.92544, -0.18378, -2.63953], [3.38070, -1.34780, -3.32876], [3.06192, -0.26908, -1.56106], [3.50992, 0.64347, -3.04807], [1.86831, 0.01099, -2.84830], [3.39030, -2.10403, -2.74147], [-2.87256, 2.99928, 1.32622], [-4.09197, 2.52362, 0.77486], [-2.32591, 3.56819, 0.56522], [-3.14887, 3.61884, 2.17979], [-2.19984, 2.21286, 1.68285], [-3.91875, 1.68366, 0.31685], [-0.27902, -3.02129, -2.27626], [0.62658, -2.68899, -1.21519], [-1.11739, -2.33277, -2.24659], [0.22680, -2.98506, -3.24378], [-0.64581, -4.04236, -2.13551], [1.44251, -3.15626, -1.40842], [1.87550, 5.26607, -1.54369], [0.52036, 5.69086, -1.50706], [1.98419, 4.28025, -1.08746], [2.21119, 5.25734, -2.57602], [2.52433, 5.92478, -0.95850], [0.32563, 6.02652, -0.62954]],
  "total_charge": -1,
  "energy_ha": -2531.06899,
  "s_squared": 8.752,
  "multiplicity": 6
}

=====

# 4
{
  "formula": "C12H33O10P2S",
  "method": "ωB97M-V/def2-TZVPD",
  "elements": ["C", "C", "C", "O", "S", "C", "C", "C", "O", "H", "H", "H", "H", "H", "H", "H", "H", "H", "H", "H", "H", "H", "H", "H", "C", "O", "P", "O", "O", "C", "O", "C", "H", "H", "H", "H", "H", "H", "H", "H", "H", "C", "O", "P", "O", "O", "C", "O", "C", "H", "H", "H", "H", "H", "H", "H", "H", "H"],
  "coordinates": [[4.04249, 5.06774, -1.87592], [3.61511, 3.77473, -1.14683], [3.72130, 2.50691, -2.00248], [2.44575, 1.82610, -2.26265], [1.69777, 1.29351, -0.96179], [-0.01935, 1.86064, -0.97640], [-0.25995, 3.12518, -1.81019], [-0.62397, 4.35763, -0.95346], [0.19948, 4.45301, 0.20594], [4.74168, 4.86396, -2.68265], [3.14404, 5.56828, -2.23774], [4.47202, 5.75655, -1.15052], [4.21710, 3.62860, -0.24637], [2.59831, 3.93732, -0.77199], [4.45712, 1.78967, -1.63515], [4.08098, 2.80284, -2.98689], [2.20364, 1.86994, 0.15821], [-0.59941, 1.00425, -1.31714], [-0.32144, 2.03906, 0.05723], [-1.10289, 2.92768, -2.47448], [0.58142, 3.40535, -2.44189], [-1.68399, 4.37526, -0.69263], [-0.44798, 5.22367, -1.59203], [-0.29336, 4.04633, 0.92230], [1.81337, -5.12442, 0.00223], [0.39557, -5.00514, -0.21239], [-0.12689, -4.31377, -1.65579], [-0.29768, -2.92576, -1.09327], [-1.46266, -5.20236, -1.58818], [-2.11323, -5.47560, -0.34559], [-0.55721, -3.89559, -3.20711], [0.01824, -2.68571, -3.71205], [1.96809, -5.58629, 0.97353], [2.26944, -5.75220, -0.76337], [2.28156, -4.13667, -0.00347], [-2.04007, -4.63094, 0.33785], [-1.68258, -6.36373, 0.11163], [-3.16098, -5.66722, -0.56533], [1.08439, -2.64246, -3.49566], [-0.48926, -1.82662, -3.27852], [-0.13142, -2.67372, -4.79025], [-0.24205, 0.65753, 3.65844], [-0.91406, -0.29206, 2.80942], [-2.52371, -0.55678, 3.22012], [-2.32152, -1.75847, 4.07910], [-2.92172, -0.88908, 1.69730], [-1.99130, -1.60382, 0.88200], [-4.05009, -0.10702, 3.54265], [-4.46385, -0.10585, 4.91859], [0.78799, 0.75742, 3.32078], [-0.73769, 1.62963, 3.59477], [-0.24590, 0.31073, 4.69383], [-1.38648, -2.30127, 1.45732], [-1.34602, -0.87862, 0.38746], [-2.52051, -2.16362, 0.11610], [-3.71086, 0.34222, 5.56335], [-4.67251, -1.12308, 5.23925], [-5.37429, 0.48608, 4.98082]],
  "total_charge": 1,
  "energy_ha": -2309.94119
}

=====

no.,F_max (hartree/bohr)
1,0.2406
2,0.0480
3,0.0401
4,0.1638